(1)
This record from the Open Molecules 2025 dataset describes one molecule with the formula C25H32N2O4. The level of theory is ωB97M-V/def2-TZVPD.

Geometry (Å):
C (-5.93, -4.23, 1.09)
C (-4.73, -3.46, 1.63)
O (-4.66, -2.14, 1.09)
C (-4.11, -2.04, -0.15)
O (-3.64, -2.98, -0.75)
N (-4.17, -0.78, -0.63)
C (-4.59, 0.37, 0.13)
C (-3.38, 1.24, 0.47)
C (-2.68, 1.66, -0.83)
N (-1.61, 2.61, -0.56)
C (-1.24, 3.44, -1.69)
C (-0.45, 4.65, -1.20)
C (0.80, 4.20, -0.46)
C (0.38, 3.24, 0.66)
C (1.57, 2.81, 1.50)
O (1.90, 3.46, 2.47)
C (2.28, 1.55, 1.17)
C (2.62, 0.71, 2.25)
C (3.27, -0.48, 2.04)
C (3.64, -0.88, 0.74)
C (4.31, -2.10, 0.50)
C (4.67, -2.46, -0.77)
O (5.32, -3.60, -1.12)
C (5.65, -4.52, -0.11)
C (4.38, -1.59, -1.86)
C (3.73, -0.42, -1.65)
C (3.34, -0.02, -0.35)
C (2.65, 1.18, -0.11)
C (-0.42, 2.07, 0.07)
C (-2.26, 0.40, -1.60)
C (-3.50, -0.47, -1.87)
H (-5.82, -4.37, 0.02)
H (-5.98, -5.20, 1.58)
H (-6.84, -3.68, 1.29)
H (-3.80, -3.99, 1.39)
H (-4.80, -3.32, 2.71)
H (-5.08, 0.03, 1.04)
H (-5.31, 0.94, -0.47)
H (-3.70, 2.13, 1.01)
H (-2.70, 0.67, 1.10)
H (-3.41, 2.20, -1.44)
H (-2.15, 3.78, -2.19)
H (-0.63, 2.88, -2.43)
H (-1.08, 5.23, -0.53)
H (-0.18, 5.28, -2.05)
H (1.33, 5.05, -0.04)
H (1.48, 3.70, -1.16)
H (-0.28, 3.80, 1.33)
H (2.35, 1.02, 3.24)
H (3.51, -1.12, 2.87)
H (4.52, -2.73, 1.35)
H (6.33, -4.08, 0.63)
H (4.75, -4.89, 0.40)
H (6.15, -5.35, -0.61)
H (4.68, -1.91, -2.84)
H (3.51, 0.24, -2.48)
H (2.47, 1.83, -0.95)
H (-0.72, 1.40, 0.88)
H (0.20, 1.51, -0.64)
H (-1.55, -0.18, -1.01)
H (-1.79, 0.66, -2.55)
H (-3.22, -1.41, -2.35)
H (-4.20, 0.08, -2.52)

## Properties
Lowest unoccupied orbital energy, eV: 0.379
Net charge: 0
Calculated total energy, Eh: -1382.34683
SMILES string: CCOC(=O)N1CCC(N2CCC[C@H](C(=O)c3ccc4cc(OC)ccc4c3)C2)CC1
HOMO energy, eV: -8.2
Relative energy (zero: lowest compared OMol25 entry of this formula, charge and spin), kcal/mol: 33.8

(2)
This record from the Open Molecules 2025 dataset describes one molecule with the formula C25H32N2O4. The level of theory is ωB97M-V/def2-TZVPD.

Geometry (Å):
C (-4.39, -0.86, -2.61)
C (-3.41, 0.21, -3.07)
O (-2.84, 0.91, -1.95)
C (-1.63, 0.55, -1.54)
O (-0.96, -0.31, -2.07)
C (-1.15, 1.35, -0.34)
C (-1.04, 0.36, 0.85)
C (-2.36, -0.28, 1.17)
C (-3.23, 0.28, 2.10)
C (-4.45, -0.31, 2.35)
C (-4.84, -1.47, 1.69)
C (-3.97, -2.05, 0.78)
O (-4.22, -3.19, 0.07)
C (-5.45, -3.85, 0.27)
C (-2.73, -1.45, 0.53)
C (-2.07, 2.54, -0.04)
C (-1.45, 3.46, 1.01)
C (-0.03, 3.85, 0.63)
N (0.77, 2.66, 0.43)
C (2.18, 2.96, 0.26)
C (3.01, 1.70, 0.31)
C (4.03, 1.47, -0.61)
C (4.79, 0.31, -0.56)
C (4.53, -0.64, 0.41)
N (5.24, -1.84, 0.52)
C (6.31, -2.28, -0.22)
C (6.78, -3.65, 0.23)
O (6.83, -1.65, -1.11)
C (3.51, -0.42, 1.34)
C (2.76, 0.75, 1.28)
C (0.25, 1.89, -0.67)
H (-4.88, -1.29, -3.48)
H (-3.87, -1.64, -2.07)
H (-5.14, -0.42, -1.96)
H (-3.91, 0.98, -3.66)
H (-2.59, -0.23, -3.65)
H (-0.32, -0.40, 0.56)
H (-0.65, 0.90, 1.71)
H (-2.95, 1.18, 2.63)
H (-5.13, 0.13, 3.07)
H (-5.80, -1.91, 1.91)
H (-5.56, -4.18, 1.31)
H (-6.29, -3.21, 0.00)
H (-5.43, -4.71, -0.39)
H (-2.07, -1.92, -0.18)
H (-3.05, 2.19, 0.29)
H (-2.22, 3.11, -0.96)
H (-1.42, 2.95, 1.98)
H (-2.06, 4.36, 1.12)
H (0.42, 4.45, 1.43)
H (-0.06, 4.47, -0.29)
H (2.38, 3.50, -0.68)
H (2.49, 3.61, 1.09)
H (4.23, 2.20, -1.38)
H (5.57, 0.15, -1.28)
H (4.91, -2.46, 1.25)
H (7.08, -3.63, 1.27)
H (7.63, -3.95, -0.38)
H (5.98, -4.38, 0.11)
H (3.30, -1.16, 2.10)
H (1.97, 0.92, 2.00)
H (0.92, 1.04, -0.87)
H (0.19, 2.49, -1.60)

## Properties
Lowest unoccupied orbital energy, eV: 0.762
Net charge: 0
Calculated total energy, Eh: -1382.35690
SMILES string: CCOC(=O)[C@]1(Cc2cccc(OC)c2)CCCN(Cc2ccc(NC(C)=O)cc2)C1
HOMO energy, eV: -8.3
Relative energy (zero: lowest compared OMol25 entry of this formula, charge and spin), kcal/mol: 27.4

Number 1: frontier orbital gap 8.59 eV. Number 2: frontier orbital gap 9.02 eV.